<P>
C20H23N3O3S in the gas phase. Source: the OMol25 dataset; level of theory: ωB97M-V with the def2-TZVPD basis set.

Geometry (Å):
C  9.23666  0.77585  -0.12923
C  8.22774  0.08074  0.35877
C  6.78645  0.45293  0.19112
O  6.06263  -0.74616  -0.02962
C  4.70640  -0.77785  -0.05124
C  4.17067  -2.06513  -0.07377
C  2.81241  -2.28864  -0.10456
C  1.93367  -1.20855  -0.10869
C  0.50580  -1.43784  -0.13137
N  -0.30455  -0.45079  -0.13519
N  -1.65246  -0.60510  -0.15854
C  -2.42311  -1.72764  -0.14883
O  -2.00525  -2.86364  -0.14378
C  -3.91761  -1.41137  -0.19516
C  -4.75875  -2.66957  -0.08926
S  -4.34382  -0.23504  1.15114
C  -5.61122  0.71154  0.37351
C  -6.30446  1.65289  1.13497
C  -7.29235  2.38508  0.50940
C  -7.55317  2.15972  -0.83837
C  -6.79978  1.20546  -1.49723
N  -5.85008  0.49724  -0.90807
C  2.45957  0.08584  -0.09307
C  3.82241  0.32358  -0.07098
O  4.36343  1.58365  -0.07543
C  3.49949  2.70176  -0.08990
C  4.37096  3.94877  -0.09372
H  10.25937  0.48354  0.03441
H  9.08177  1.67394  -0.70457
H  8.39149  -0.82306  0.92838
H  6.65876  1.14867  -0.64448
H  6.42946  0.94208  1.10821
H  4.86925  -2.88697  -0.06664
H  2.43019  -3.29772  -0.12067
H  0.18803  -2.47701  -0.14242
H  -2.12579  0.29034  -0.12404
H  -4.15383  -0.86606  -1.11492
H  -5.81403  -2.42384  -0.17984
H  -4.48104  -3.35716  -0.88474
H  -4.58262  -3.16223  0.86416
H  -6.06270  1.78510  2.17720
H  -7.85682  3.12166  1.06200
H  -8.32046  2.71042  -1.35810
H  -6.95184  0.98480  -2.54558
H  1.75353  0.89859  -0.10373
H  2.85319  2.69222  0.79842
H  2.86593  2.67888  -0.98700
H  5.00760  3.95580  -0.97435
H  3.74438  4.83593  -0.10051
H  5.00303  3.96517  0.79014

Output
HOMO-LUMO gap: 8.3541 eV
LUMO: 0.0248 hartree
Net charge: 0
2S+1: 1

=====

<Q>
C20H23N3O3S in the gas phase. Source: the OMol25 dataset; level of theory: ωB97M-V with the def2-TZVPD basis set.

Geometry (Å):
C  -5.43982  -0.82404  2.89978
O  -5.89477  -1.02661  1.58454
C  -4.88406  -1.16115  0.61495
C  -4.32286  0.20408  0.16386
C  -5.28139  0.91439  -0.79218
N  -2.98644  0.10726  -0.38673
C  -2.54957  -0.72213  -1.40113
C  -3.36970  -1.76283  -2.08004
C  -1.24016  -0.43797  -1.64770
C  -0.84167  0.60171  -0.76169
C  0.45763  1.22873  -0.67703
O  0.75943  2.10781  0.10762
C  1.49552  0.72399  -1.67393
S  1.95196  -1.00097  -1.31306
C  3.55123  -0.78927  -0.62723
N  4.11609  0.35915  -0.62902
C  5.37199  0.46176  -0.08896
C  5.99857  1.71162  -0.07084
C  7.26243  1.83752  0.45885
C  7.93113  0.73082  0.98034
C  7.32761  -0.50644  0.97242
C  6.04613  -0.65575  0.44033
C  5.39363  -1.96172  0.42624
O  5.84791  -3.00504  0.83983
N  4.11694  -1.92662  -0.13553
C  -1.96259  0.91187  0.00358
C  -2.07980  1.93742  1.07149
H  -4.93918  0.14266  3.02606
H  -4.75085  -1.62021  3.20629
H  -6.32423  -0.84769  3.53300
H  -4.06357  -1.78505  0.99894
H  -5.36555  -1.67279  -0.22022
H  -4.23816  0.81814  1.06499
H  -5.37848  0.37460  -1.72957
H  -6.26097  0.97859  -0.32609
H  -4.92409  1.91852  -1.00925
H  -2.81763  -2.12121  -2.94528
H  -3.55572  -2.61314  -1.42482
H  -4.32685  -1.37616  -2.42210
H  -0.62711  -0.93174  -2.37458
H  1.11082  0.74968  -2.69210
H  2.41823  1.29755  -1.57918
H  5.46750  2.55884  -0.47466
H  7.74306  2.80482  0.47155
H  8.92260  0.84739  1.39105
H  7.81987  -1.38087  1.37059
H  3.60575  -2.80094  -0.17299
H  -2.30359  1.47983  2.03635
H  -1.12894  2.45639  1.15162
H  -2.85828  2.66520  0.84161

Output
HOMO-LUMO gap: 8.8029 eV
LUMO: 0.0198 hartree
Net charge: 0
2S+1: 1

=====

Tell me which of them is the least stable. Sure, it is <P>.

=====

<P>
2 unconnected molecules or ions with the total composition CH7N4. Source: the OMol25 dataset; level of theory: ωB97M-V with the def2-TZVPD basis set.

Geometry (Å):
C  0.91195  -0.05286  -0.10732
N  1.85061  -0.91153  0.23897
N  1.13603  1.18700  -0.45377
N  -1.56111  0.40689  0.47136
N  -2.51494  0.05239  -0.28084
H  2.80946  -0.51969  0.33040
H  1.98835  1.77404  -0.45601
H  0.31991  1.55438  -0.96972
H  -1.13166  -0.35720  1.12244
H  -3.12320  -0.83492  -0.15415
H  -2.88393  0.69378  -1.03536
H  1.74371  -1.86108  0.50730

Output
HOMO-LUMO gap (alpha / beta): 7.0708 / 7.5780 eV
LUMO (alpha / beta): -0.2043 / -0.1956 hartree
Net charge: +1
2S+1: 1

=====

<Q>
2 unconnected molecules or ions with the total composition CH7N4. Source: the OMol25 dataset; level of theory: ωB97M-V with the def2-TZVPD basis set.

Geometry (Å):
C  -0.91732  -0.63897  -0.47370
N  -1.94417  -0.80243  0.23772
N  -0.75481  1.46844  0.31205
N  -0.38455  0.64945  -0.54390
N  1.93392  -0.25274  -0.01126
H  -0.40375  -1.34546  -1.12365
H  -2.39285  -1.71248  0.24397
H  -0.45770  2.44106  0.21290
H  -1.40858  1.17157  1.05578
H  2.45306  0.11932  -0.79652
H  2.25399  0.16211  0.85693
H  2.02275  -1.25986  0.02967

Output
HOMO-LUMO gap (alpha / beta): 8.1562 / 8.1552 eV
LUMO (alpha / beta): -0.2398 / -0.2398 hartree
Net charge: +1
2S+1: 1

=====

<R>
A molecular structure, CH7N4. Source: the OMol25 dataset; level of theory: ωB97M-V with the def2-TZVPD basis set.

Geometry (Å):
C  0.09205  -1.19933  -0.07851
N  0.57597  0.08473  -0.46854
N  -0.39880  0.05998  0.51114
N  2.15771  0.45405  0.35880
N  -1.70066  0.45055  -0.00581
H  -0.48525  -1.57960  -0.77879
H  0.65375  -1.95828  0.62831
H  2.02131  1.44701  0.56047
H  2.87407  0.58846  -0.33182
H  -2.31714  -0.24972  0.12602
H  -1.54613  0.52452  -0.98919
H  -1.92689  1.37760  0.46790

Output
HOMO-LUMO gap: 10.5565 eV
LUMO: -0.1445 hartree
Net charge: +1
2S+1: 1

=====

Tell me which of them is the least stable. Sure, it is <R>.

=====

<P>
2 unconnected molecules or ions with the total composition C5H16N2O2. Source: the OMol25 dataset; level of theory: ωB97M-V with the def2-TZVPD basis set.

Geometry (Å):
C  -0.50852  0.72050  -2.06163
C  0.29453  1.88140  -1.43614
N  1.50187  1.43281  -0.67966
C  1.27848  0.86173  0.68289
C  0.03997  -0.09758  0.82377
N  0.45178  -1.44865  1.18451
C  -1.16663  0.46342  1.74077
O  -2.42966  0.44551  1.22382
H  -1.42166  0.38536  -1.64795
H  -0.78248  0.87430  -3.11044
H  0.24435  -0.03524  -2.13825
H  -0.39389  2.38273  -0.61307
H  0.62464  2.55218  -2.13034
H  1.95154  0.85865  -1.36267
H  1.10334  1.68742  1.27440
H  2.22499  0.34334  1.00709
H  -0.44001  -0.20070  -0.17356
H  0.07173  -1.70322  2.09861
H  1.51137  -1.50171  1.41105
H  -1.19764  -0.00226  2.77341
H  -1.09770  1.57282  1.91469
H  -2.52193  -0.23803  0.62726
O  0.67714  -3.44692  -1.21598
H  -0.30823  -3.23120  -0.98192
H  1.14925  -2.59902  -1.04293

Output
HOMO-LUMO gap: 9.5848 eV
LUMO: 0.0246 hartree
Net charge: 0
2S+1: 1

=====

<Q>
2 unconnected molecules or ions with the total composition C5H16N2O2. Source: the OMol25 dataset; level of theory: ωB97M-V with the def2-TZVPD basis set.

Geometry (Å):
C  -0.91076  -1.93880  1.05409
N  -0.63031  -2.29563  -0.33197
C  0.61611  -1.48676  -1.10159
C  0.09375  -1.07488  -2.47276
N  1.13887  -0.38502  -0.39162
O  1.42178  -2.58081  -1.07322
H  -1.26200  -0.90455  1.15098
H  -1.66532  -2.60783  1.47324
H  0.00672  -2.05226  1.63429
H  -1.48374  -2.28085  -0.88352
H  0.94389  -0.76433  -3.07827
H  -0.61796  -0.25122  -2.39658
H  -0.38496  -1.92188  -2.96289
H  0.45375  0.33248  -0.18051
H  1.67165  -0.67863  0.41518
H  0.43769  -3.13347  -0.65692
C  0.82078  3.12303  1.11038
C  -0.43474  2.34582  1.47555
O  -1.02229  1.68995  0.34701
H  1.55276  2.46991  0.63412
H  1.27139  3.55927  2.00331
H  0.58797  3.93666  0.41924
H  -0.19998  1.54403  2.17787
H  -1.17165  3.00204  1.95416
H  -1.23344  2.35374  -0.31954

Output
HOMO-LUMO gap: 9.5649 eV
LUMO: 0.0225 hartree
Net charge: 0
2S+1: 1

=====

Tell me which of them is the least stable. Sure, it is <P>.